{"formula": "C6H14O2", "method": "ωB97M-V/def2-TZVPD", "de_lowest_kcal_mol": 64.2, "homo_ev": -8.399, "orbital_gap_ev": 8.97, "smiles": "C/C=C/C=C/C.O.O", "total_energy_ha": -387.40519, "species": ["O", "O", "C", "C", "C", "C", "C", "C", "H", "H", "H", "H", "H", "H", "H", "H", "H", "H", "H", "H", "H", "H"], "xyz": [[2.60, -6.05, 1.86], [2.53, 0.83, -6.49], [-0.37, 0.78, 0.38], [-2.28, 1.71, 1.45], [-1.32, 0.77, 1.53], [1.81, 0.33, -0.79], [0.82, 0.20, 0.37], [-3.49, 1.78, 2.31], [2.06, -6.18, 2.65], [2.85, 0.24, -0.56], [2.11, -5.48, 1.26], [1.40, 1.00, -1.52], [1.80, 1.47, -6.45], [-3.85, 2.72, 2.71], [-3.48, 1.16, 3.17], [-2.15, 2.50, 0.73], [-0.82, 1.36, -0.46], [-4.33, 1.39, 1.69], [-1.20, -0.06, 2.18], [1.57, -0.42, -1.55], [1.21, -0.40, 1.19], [2.52, 0.32, -5.67]]}